1.
{
  "formula": "C48H95N12O14S",
  "method": "wB97M-V/def2-TZVPD",
  "elements": ["C", "C", "C", "C", "C", "O", "C", "C", "O", "C", "C", "C", "O", "O", "N", "C", "C", "C", "S", "C", "C", "C", "C", "C", "N", "H", "H", "H", "H", "H", "H", "H", "H", "H", "H", "H", "H", "H", "H", "H", "H", "H", "H", "H", "H", "H", "H", "H", "H", "H", "C", "C", "O", "N", "C", "H", "H", "H", "H", "H", "H", "H", "C", "C", "O", "N", "C", "H", "H", "H", "H", "H", "H", "H", "C", "C", "O", "N", "C", "H", "H", "H", "H", "H", "H", "H", "C", "C", "O", "N", "C", "H", "H", "H", "H", "H", "H", "H", "C", "C", "O", "N", "C", "H", "H", "H", "H", "H", "H", "H", "C", "C", "O", "N", "C", "H", "H", "H", "H", "H", "H", "H", "C", "C", "O", "N", "C", "H", "H", "H", "H", "H", "H", "H", "C", "C", "O", "N", "C", "H", "H", "H", "H", "H", "H", "H", "C", "C", "O", "N", "C", "H", "H", "H", "H", "H", "H", "H", "C", "C", "O", "N", "C", "H", "H", "H", "H", "H", "H", "H"],
  "xyz": [[-1.01507, 0.68440, 1.65107], [-2.03216, 0.11071, 1.23661], [-3.20874, -0.37801, 0.33676], [-4.66441, 0.10064, 0.88600], [-5.11127, -1.05899, 1.86125], [-6.00581, -0.67389, 2.92037], [-6.73392, -1.77069, 3.43405], [-8.28891, -1.63821, 3.11272], [-8.92295, -2.90765, 2.87673], [-10.14682, -2.75547, 2.16138], [-11.35459, -2.24719, 3.08837], [-4.33991, 1.48391, 1.63488], [-4.11052, 2.51258, 0.93729], [-4.24360, 1.58345, 2.94100], [-5.47673, 0.30262, -0.32748], [-5.72299, -0.90926, -1.13037], [-7.26306, -1.23668, -1.36041], [-7.38134, -2.64999, -2.07797], [-9.19975, -2.96015, -2.38810], [-6.61541, 1.16492, -0.17732], [-6.81807, 2.14749, -1.31007], [-8.00177, 3.05112, -1.26279], [-8.89433, 2.88647, -0.06244], [-8.51160, 1.87699, 0.94787], [-7.43299, 1.01651, 0.91510], [0.03499, 1.00427, 1.92908], [-3.20882, -1.50240, 0.35544], [-3.08489, -0.04915, -0.73202], [-5.55256, -1.96822, 1.35923], [-4.15216, -1.42843, 2.37698], [-6.34805, -2.78602, 3.13865], [-6.65620, -1.72796, 4.56802], [-8.82350, -1.05655, 3.92893], [-8.38564, -1.02314, 2.16961], [-10.47202, -3.72261, 1.67510], [-10.07780, -2.00207, 1.31901], [-10.97023, -1.74873, 4.02410], [-12.03135, -3.11883, 3.30883], [-11.99113, -1.47344, 2.55827], [-5.22304, -1.84344, -0.76196], [-5.29012, -0.71383, -2.16721], [-7.72715, -1.33954, -0.33208], [-7.78943, -0.47974, -2.00007], [-6.98113, -3.48155, -1.43317], [-6.86361, -2.64434, -3.07813], [-9.76134, -1.70674, -2.55465], [-6.11061, 2.17510, -2.18262], [-8.23744, 3.77919, -2.07266], [-9.80791, 3.51696, 0.03923], [-9.18195, 1.80330, 1.85101], [0.97872, 1.59420, -1.17619], [1.33092, 0.24453, -1.74644], [0.48250, -0.54436, -2.13733], [2.65150, -0.08277, -1.81791], [3.79471, 0.71200, -1.40765], [-0.10231, 1.71894, -1.17952], [1.33168, 1.66905, -0.14635], [1.42081, 2.38488, -1.78746], [2.81822, -0.99724, -2.20882], [4.43692, 0.86629, -2.27573], [4.34342, 0.15841, -0.65575], [3.49507, 1.67642, -1.00177], [8.69858, 0.53493, -1.14121], [7.29260, 0.68326, -0.62240], [6.35456, 0.04351, -1.07952], [7.07950, 1.56733, 0.39152], [8.04742, 2.41167, 1.06150], [8.71022, -0.19978, -1.94333], [9.05392, 1.48469, -1.53829], [9.35815, 0.18776, -0.34210], [6.11545, 1.61441, 0.68780], [8.04486, 2.16455, 2.12542], [7.74283, 3.45280, 0.93809], [9.04953, 2.27990, 0.66306], [-11.13769, 8.19195, -1.12997], [-10.77665, 6.83670, -1.68246], [-11.62423, 6.04696, -2.07334], [-9.45924, 6.50581, -1.73716], [-8.31664, 7.29794, -1.32561], [-12.21903, 8.31035, -1.15011], [-10.79803, 8.27898, -0.09636], [-10.69073, 8.97821, -1.74110], [-9.29234, 5.58692, -2.11667], [-7.66476, 7.44002, -2.18992], [-7.77181, 6.74561, -0.55763], [-8.61093, 8.26724, -0.93274], [11.56479, 2.01459, -5.26760], [11.33362, 1.76625, -3.80131], [10.27912, 2.05170, -3.24992], [12.34596, 1.20541, -3.08865], [13.65735, 0.80269, -3.55997], [10.67279, 2.46409, -5.70081], [12.40218, 2.70150, -5.40275], [11.76297, 1.07153, -5.78100], [12.12227, 1.06714, -2.11485], [13.77975, -0.26600, -3.36988], [14.41184, 1.35292, -2.99506], [13.78919, 0.99846, -4.62063], [1.29601, -2.30307, 2.47908], [1.85718, -1.04253, 3.08068], [1.78684, 0.03570, 2.51037], [2.45758, -1.13054, 4.29885], [2.63848, -2.30716, 5.12364], [0.85142, -2.07179, 1.51267], [2.09346, -3.03497, 2.33073], [0.52046, -2.71552, 3.12705], [2.80841, -0.24767, 4.63774], [2.14764, -2.13342, 6.08492], [3.70726, -2.44774, 5.28897], [2.22532, -3.19861, 4.66242], [-9.29700, -5.77836, 4.03322], [-9.97966, -6.86217, 4.82542], [-11.19102, -7.02526, 4.80229], [-9.19869, -7.67866, 5.58870], [-7.75925, -7.64730, 5.74835], [-10.04137, -5.21356, 3.47935], [-8.77424, -5.09537, 4.70411], [-8.59632, -6.21903, 3.32146], [-9.72209, -8.37972, 6.09066], [-7.35433, -8.61133, 5.43200], [-7.53100, -7.49593, 6.80567], [-7.30063, -6.85464, 5.16385], [6.41020, -3.05728, 2.85216], [5.72614, -4.14600, 3.63812], [4.51230, -4.27868, 3.64288], [6.50733, -4.99766, 4.35919], [7.95115, -5.00414, 4.48060], [5.65991, -2.46396, 2.33325], [6.96713, -2.40166, 3.52450], [7.08101, -3.49406, 2.11013], [5.98085, -5.69873, 4.85834], [8.32384, -5.96904, 4.13051], [8.21068, -4.88436, 5.53455], [8.41344, -4.20857, 3.90315], [15.74514, 4.85319, -7.31318], [14.67226, 3.82905, -7.05004], [14.70891, 3.08148, -6.08159], [13.63925, 3.75132, -7.93104], [13.41835, 4.54135, -9.12635], [16.49643, 4.79464, -6.52862], [16.22779, 4.65391, -8.27160], [15.31591, 5.85660, -7.30861], [12.96003, 3.04449, -7.69161], [12.46305, 5.06004, -9.02654], [13.36825, 3.86626, -9.98283], [14.20837, 5.26935, -9.28716], [5.71897, 4.44867, -3.86686], [4.82984, 5.64244, -4.10549], [5.26149, 6.78699, -4.10423], [3.50758, 5.41309, -4.32710], [2.81339, 4.14044, -4.36722], [6.74001, 4.78848, -3.70655], [5.39012, 3.90632, -2.97833], [5.70513, 3.78961, -4.73671], [2.97412, 6.25582, -4.47827], [2.34733, 4.03472, -5.34886], [2.03516, 4.15055, -3.60193], [3.48082, 3.30111, -4.19203], [-3.17500, -5.34458, 2.11227], [-2.64070, -4.06540, 2.70499], [-2.71981, -2.99739, 2.12526], [-2.05291, -4.12836, 3.93326], [-1.86228, -5.28904, 4.77756], [-3.61053, -5.13295, 1.13798], [-2.36548, -6.06551, 1.98158], [-3.95154, -5.76201, 2.75657], [-1.72105, -3.23375, 4.26407], [-2.36768, -5.11173, 5.72960], [-0.79237, -5.41238, 4.96096], [-2.25652, -6.19419, 4.32361]],
  "atomic_forces_ev_per_a": [[-0.83, -1.42, -0.80], [1.30, 1.15, -1.02], [0.22, -0.13, 1.23], [1.47, -0.41, 0.65], [1.27, -0.12, 1.02], [-0.53, -1.00, -0.44], [-0.92, 0.03, 1.40], [0.35, 0.92, -0.75], [-0.31, 0.29, -0.41], [-1.51, 0.78, -0.11], [-0.02, -0.04, -0.42], [0.47, 3.11, 3.49], [-0.71, -1.84, -0.98], [-0.63, -2.13, -3.40], [-0.97, -0.08, 1.02], [-0.75, 0.28, -2.04], [0.99, -1.42, 0.51], [-0.33, 1.41, -0.12], [-0.02, -0.07, 0.01], [-0.51, 1.35, -1.35], [-2.48, 0.49, 1.76], [0.84, -2.92, 2.63], [2.64, -1.34, -0.83], [-0.39, 1.32, -1.24], [-0.50, 2.30, -2.47], [-2.23, -0.56, -0.26], [0.22, 1.00, -0.08], [0.10, 0.01, 1.26], [0.41, 0.94, -0.10], [-1.38, 0.64, -0.84], [-0.35, 0.88, -0.09], [0.13, -0.09, -1.14], [0.63, -0.72, -0.75], [0.28, -0.46, 0.90], [0.77, 0.82, 0.71], [0.47, -0.76, 0.79], [-0.42, -0.77, -0.90], [0.70, 0.93, 0.20], [0.79, -0.88, 0.45], [-0.35, 1.08, 0.07], [-0.34, -0.43, 1.01], [0.17, 0.34, -1.27], [0.55, -0.54, 0.85], [-0.61, 0.80, -0.67], [-0.39, -0.05, 1.10], [0.99, -0.69, 0.21], [-0.69, -0.10, 1.29], [0.34, -0.77, 0.74], [0.89, -0.70, 0.08], [0.85, -0.08, -1.01], [-0.16, 0.04, -0.04], [-0.21, -0.38, -0.11], [0.08, 0.11, -0.04], [-0.41, 0.43, 0.01], [-0.56, -0.45, -0.18], [0.06, -0.16, 0.04], [0.03, 0.11, -0.06], [0.10, 0.04, 0.14], [0.03, 0.05, 0.07], [0.19, 0.11, 0.20], [0.01, 0.24, -0.04], [-0.16, -0.08, -0.06], [-0.12, 0.03, 0.10], [-0.22, -0.28, -0.05], [0.98, -0.09, 0.12], [0.17, -0.23, -0.26], [-0.53, 0.01, 0.13], [-0.12, 0.07, 0.05], [0.16, -0.12, 0.06], [0.07, 0.12, -0.01], [0.06, 0.04, 0.02], [0.21, 0.15, 0.03], [0.25, 0.07, 0.10], [-0.11, -0.05, -0.06], [-0.09, 0.07, 0.04], [-0.01, -0.50, -0.20], [-0.05, 0.17, 0.05], [-0.40, 0.40, 0.07], [0.12, -0.55, -0.15], [0.07, -0.14, -0.05], [0.08, 0.14, -0.07], [0.06, 0.05, 0.16], [0.01, 0.04, 0.07], [0.13, 0.17, 0.15], [0.14, 0.21, 0.02], [-0.08, -0.09, -0.04], [-0.11, 0.12, -0.15], [-0.22, 0.01, 0.33], [0.17, 0.13, -0.22], [-0.19, 0.13, -0.35], [-0.12, -0.11, 0.46], [-0.04, -0.07, 0.19], [0.12, -0.20, -0.05], [0.16, 0.08, -0.04], [0.03, 0.01, -0.06], [0.19, 0.01, -0.12], [0.17, -0.07, -0.21], [-0.04, 0.11, 0.09], [0.01, -0.03, -0.18], [-0.07, 0.24, -0.17], [0.44, -0.01, 0.06], [-0.12, -0.13, -0.27], [0.10, 0.57, 0.28], [-0.03, 0.14, 0.13], [-0.07, -0.09, 0.16], [0.06, -0.11, -0.05], [-0.07, -0.05, 0.01], [0.00, -0.22, 0.06], [-0.09, -0.32, 0.09], [0.10, 0.10, -0.08], [-0.09, -0.10, 0.06], [-0.37, -0.05, -0.04], [0.11, 0.00, 0.01], [-0.03, 0.23, -0.20], [-0.34, -0.37, 0.26], [0.01, -0.09, 0.12], [0.11, 0.02, -0.18], [0.12, 0.15, 0.07], [0.05, 0.04, -0.02], [0.25, 0.11, 0.01], [0.27, 0.05, -0.07], [-0.12, -0.02, 0.01], [-0.05, 0.07, -0.05], [-0.35, -0.15, 0.03], [0.12, 0.01, -0.06], [-0.03, 0.31, -0.21], [-0.33, -0.38, 0.27], [-0.03, -0.12, 0.08], [0.13, -0.04, -0.11], [0.10, 0.12, 0.07], [0.05, 0.03, -0.03], [0.25, 0.11, 0.00], [0.26, 0.04, -0.08], [-0.12, -0.03, 0.01], [0.08, 0.02, 0.06], [-0.21, -0.29, 0.15], [0.10, 0.06, -0.02], [0.42, 0.14, 0.18], [-0.38, -0.37, 0.13], [-0.13, -0.09, 0.00], [-0.05, 0.16, -0.02], [0.08, 0.00, -0.15], [0.01, 0.05, -0.06], [0.08, 0.14, -0.21], [0.02, 0.22, -0.15], [-0.01, -0.08, 0.09], [0.09, 0.01, 0.03], [-0.12, 0.44, -0.04], [0.08, -0.13, 0.00], [0.49, -0.14, 0.06], [-0.32, 0.47, -0.06], [-0.11, 0.09, -0.03], [0.00, -0.15, -0.12], [-0.04, -0.13, 0.14], [0.01, -0.07, 0.03], [-0.06, -0.27, 0.08], [-0.03, -0.29, -0.06], [0.02, 0.11, 0.01], [-0.04, -0.07, -0.05], [0.06, 0.55, -0.13], [0.16, -0.55, -0.04], [-0.09, -0.24, -0.18], [0.15, 0.57, 0.13], [0.07, 0.13, 0.09], [-0.11, -0.10, 0.08], [0.09, -0.14, -0.02], [-0.09, -0.02, -0.01], [0.04, -0.27, 0.07], [-0.05, -0.26, 0.11], [0.00, 0.10, -0.05]],
  "lowdin_charge": [0.09, -0.09, -0.10, -0.28, -0.13, -0.16, -0.19, -0.16, -0.20, -0.27, -0.08, -0.62, -0.07, -0.11, -0.07, -0.18, -0.26, -0.54, 0.60, -0.26, 0.03, -0.06, -0.07, -0.12, 0.14, 0.03, 0.08, 0.13, 0.12, 0.12, 0.12, 0.12, 0.12, 0.10, 0.12, 0.11, 0.07, 0.06, 0.07, 0.11, 0.13, 0.10, 0.10, 0.08, 0.07, -0.14, 0.11, 0.07, 0.08, 0.10, -0.01, -0.55, 0.02, 0.01, -0.10, 0.09, 0.07, 0.06, 0.13, 0.07, 0.06, 0.08, -0.02, -0.52, 0.00, 0.01, -0.08, 0.09, 0.05, 0.08, 0.14, 0.08, 0.08, 0.07, -0.02, -0.56, 0.02, 0.01, -0.07, 0.08, 0.08, 0.08, 0.11, 0.08, 0.09, 0.07, -0.01, -0.53, 0.02, 0.01, -0.07, 0.09, 0.06, 0.09, 0.14, 0.08, 0.09, 0.06, 0.01, -0.53, -0.01, 0.01, -0.09, 0.09, 0.08, 0.07, 0.14, 0.08, 0.07, 0.07, -0.01, -0.55, 0.02, 0.00, -0.08, 0.06, 0.09, 0.09, 0.13, 0.08, 0.08, 0.07, 0.00, -0.55, 0.02, 0.00, -0.08, 0.09, 0.08, 0.09, 0.14, 0.08, 0.08, 0.07, -0.01, -0.54, 0.02, 0.01, -0.07, 0.08, 0.09, 0.09, 0.13, 0.09, 0.08, 0.07, -0.01, -0.56, 0.02, 0.00, -0.07, 0.08, 0.08, 0.08, 0.14, 0.08, 0.08, 0.07, -0.01, -0.53, 0.04, 0.01, -0.08, 0.08, 0.08, 0.08, 0.14, 0.08, 0.08, 0.07],
  "spin_multiplicity": 1,
  "total_charge": -1
}



2.
{
  "formula": "C15H21NO6S",
  "method": "wB97M-V/def2-TZVPD",
  "elements": ["C", "C", "O", "C", "O", "C", "C", "C", "O", "C", "O", "C", "C", "C", "C", "S", "O", "O", "N", "C", "C", "C", "C", "H", "H", "H", "H", "H", "H", "H", "H", "H", "H", "H", "H", "H", "H", "H", "H", "H", "H", "H", "H", "H"],
  "xyz": [[-4.65380, -2.80174, 0.18594], [-5.95287, -2.02713, 0.02143], [-5.82209, -0.73280, 0.61788], [-5.75033, 0.32511, -0.18335], [-5.91029, 0.30181, -1.37598], [-5.39628, 1.56735, 0.61096], [-3.88485, 1.57502, 0.86201], [-3.10789, 1.71540, -0.44717], [-1.70654, 1.54440, -0.24033], [-1.25893, 0.28744, -0.18705], [-1.96324, -0.68524, -0.31175], [0.21111, 0.21587, 0.03275], [0.99310, 1.36418, 0.13875], [2.35738, 1.24650, 0.33636], [2.92524, -0.01056, 0.43313], [4.71152, -0.15393, 0.58660], [5.02321, -1.41244, 1.19185], [5.22018, 1.04976, 1.17018], [5.25238, -0.21074, -0.99277], [4.91537, -1.41465, -1.70810], [5.10809, 1.01869, -1.72899], [2.16046, -1.15843, 0.33708], [0.79685, -1.04478, 0.13789], [-3.82694, -2.24745, -0.25187], [-4.44248, -2.96126, 1.24038], [-4.73894, -3.76508, -0.30846], [-6.20398, -1.90059, -1.03625], [-6.77791, -2.52397, 0.53910], [-5.92173, 1.54265, 1.56477], [-5.69318, 2.44927, 0.04365], [-3.59932, 0.63718, 1.34324], [-3.62250, 2.39771, 1.52975], [-3.45450, 0.97360, -1.17333], [-3.21991, 2.71739, -0.86537], [0.52801, 2.33426, 0.06494], [2.99155, 2.11285, 0.43834], [3.88862, -1.39449, -2.09692], [5.60715, -1.54434, -2.54070], [5.02902, -2.24442, -1.01544], [5.80929, 1.02300, -2.56378], [5.35339, 1.83190, -1.05090], [4.08996, 1.15445, -2.11745], [2.64162, -2.11793, 0.44028], [0.16588, -1.91726, 0.06063]],
  "atomic_forces_ev_per_a": [[-0.27, 0.34, 0.03], [0.03, -0.48, -0.39], [0.05, -0.16, 0.47], [-0.13, 0.63, -0.04], [0.03, -0.04, -0.15], [0.12, -0.20, -0.08], [0.20, 0.04, -0.16], [-0.57, -0.18, 0.00], [0.34, 0.15, 0.11], [-0.16, -0.20, -0.06], [0.04, 0.10, 0.02], [0.30, -0.02, 0.07], [-0.10, -0.16, -0.03], [0.07, 0.15, 0.03], [0.67, -0.02, 0.05], [0.12, 0.00, -0.23], [-0.25, -0.16, -0.19], [-0.22, 0.18, -0.19], [-0.12, 0.02, 1.09], [-0.10, -0.43, -0.07], [-0.03, 0.44, -0.08], [-0.01, -0.14, 0.02], [-0.13, 0.17, -0.04], [0.05, -0.01, -0.05], [0.06, -0.06, 0.09], [0.00, -0.14, -0.04], [-0.02, -0.05, 0.23], [0.07, 0.12, -0.08], [-0.02, 0.05, -0.03], [-0.08, -0.06, -0.01], [0.01, 0.06, 0.02], [0.00, -0.04, 0.02], [0.07, 0.19, 0.05], [0.02, -0.11, 0.01], [0.00, 0.07, 0.01], [0.00, 0.15, 0.01], [0.02, -0.01, -0.03], [-0.01, 0.02, 0.02], [-0.01, -0.17, -0.20], [-0.01, -0.01, 0.02], [0.02, 0.16, -0.20], [0.02, 0.00, -0.03], [-0.02, -0.15, 0.01], [-0.03, -0.06, 0.00]],
  "nbo_charge": [-0.64, -0.08, -0.51, 0.80, -0.61, -0.50, -0.41, -0.08, -0.50, 0.77, -0.60, -0.08, -0.18, -0.21, -0.31, 2.33, -0.93, -0.94, -0.65, -0.43, -0.43, -0.21, -0.17, 0.24, 0.21, 0.21, 0.21, 0.18, 0.24, 0.22, 0.23, 0.21, 0.21, 0.19, 0.24, 0.24, 0.18, 0.21, 0.24, 0.21, 0.24, 0.18, 0.24, 0.24],
  "spin_multiplicity": 1,
  "de_lowest_kj_mol": 0.00
}



Number 1: total energy -3994.51386 Eh, HOMO level -0.126 hartree, Kohn-Sham gap 4.66 eV. Number 2: total energy -1488.58132 Eh, HOMO level -0.361 hartree, Kohn-Sham gap 9.65 eV.